(1)
The following is a DFT calculation (ωB97M-V/def2-TZVPD) of a molecular structure, C22H34MnN2O6P2 at a distorted geometry.

The geometry in XYZ format:
```
67
Properties=species:S:1:pos:R:3:forces:R:3:nbo_charge:R:1
H 0.2792 6.4332 -1.8439 -0.020 -0.364 0.000 0.259
O -1.0507 -2.4708 1.4884 0.314 1.406 -0.550 -0.818
H -1.6513 -0.4091 3.4709 -0.328 0.083 -0.274 0.231
H -0.1810 -2.1527 -1.0288 -0.173 0.369 0.568 0.268
H -3.0151 -0.9238 2.3987 0.250 0.324 0.196 0.237
C -2.6578 -5.3910 4.0121 -1.008 -0.264 0.185 -0.045
H 0.9831 0.5894 -5.5456 0.231 -0.076 0.155 0.247
C -1.8454 -6.0300 4.9572 0.651 0.142 0.224 -0.108
C -0.7937 -4.0009 3.2723 -0.448 -0.585 0.383 -0.183
H 3.6854 2.4225 -2.1774 -0.011 -0.228 -0.161 0.241
H -2.7731 -3.9432 2.4006 0.121 -0.221 0.237 0.234
H 1.8035 1.0095 -1.0058 -0.204 -0.213 0.265 0.195
C 1.0983 1.7115 0.9365 0.667 -0.065 0.205 -0.433
H 4.2010 1.9576 -3.8299 -0.298 -0.124 0.166 0.240
H -0.6984 1.9358 2.1830 0.077 -0.061 -0.372 0.244
H 3.8858 0.7038 -2.5865 0.038 0.272 -0.034 0.257
C 3.5654 1.6787 -2.9771 -0.176 -0.321 0.452 -0.947
H -2.2476 -6.8093 5.5985 0.072 0.198 -0.199 0.269
C -0.3689 1.5841 1.2021 -0.481 -0.797 -0.184 -0.301
C 1.9071 0.4907 -4.9592 -0.360 -0.584 0.274 -0.945
H 2.6398 3.2618 -5.0330 -0.296 -0.064 0.153 0.248
P 0.3154 3.9980 -2.1523 0.431 1.736 -2.070 1.191
H -1.9640 1.5888 -1.8252 0.372 -0.077 0.137 0.224
C -0.0141 -1.0840 -0.8517 2.887 0.393 0.293 -0.271
H -0.2549 1.9377 -1.5286 -0.302 -0.252 0.172 0.206
C -1.1928 4.2765 -3.1764 -0.405 -0.733 0.522 -0.966
C 1.7272 3.1837 -4.4217 -0.406 -0.016 0.261 -0.714
P 1.7825 1.5620 -3.4677 1.409 1.459 -1.634 0.957
C -2.1311 -4.4078 3.1442 0.504 0.819 -0.503 -0.181
H -2.5996 0.8556 2.5549 -0.010 -0.387 0.205 0.183
H -1.3223 3.4552 -3.8954 0.047 0.219 0.228 0.254
H -1.1355 5.2288 -3.7192 0.180 -0.185 0.261 0.254
H 2.0007 -0.5555 -4.6399 0.016 0.183 -0.223 0.255
H 2.5369 4.5630 -2.9438 -0.203 -0.012 -0.188 0.241
Mn -0.9273 -0.5276 1.0712 -1.214 -0.533 2.349 1.231
H 1.0305 -4.2503 4.4058 -0.265 -0.165 -0.077 0.248
H 0.8644 3.1245 -5.1020 0.225 0.091 0.134 0.232
H -0.0504 0.0065 -2.7075 -0.072 -0.208 0.141 0.219
H -0.2811 5.5331 -0.3912 0.203 0.201 -0.139 0.264
O 0.9510 -2.5180 2.5791 -1.323 0.355 -0.817 -0.691
O -4.7865 -5.0549 3.1704 0.164 -0.044 0.018 -0.514
H -2.0684 4.2842 -2.5131 0.124 0.022 -0.258 0.261
O -0.1072 -7.2500 6.6693 0.571 1.016 -0.630 -0.433
C 1.0361 -0.7181 0.0132 -0.708 -1.058 -2.318 -0.225
C -0.6881 -0.1565 -1.8164 -0.649 0.597 -0.037 -0.443
H -2.4012 1.5892 0.4831 0.339 -0.006 -0.099 0.243
N -4.0657 -5.6970 3.9631 1.184 0.027 0.189 0.454
N 0.3562 -6.3009 6.0044 0.460 -0.584 0.706 0.497
C -0.2155 -2.9111 2.3815 0.517 -1.082 1.515 0.786
C 0.0076 -4.5889 4.2640 0.666 0.487 -0.262 -0.254
O 1.5423 -5.9213 6.0975 -1.386 -0.383 -0.119 -0.438
O -4.5088 -6.5891 4.7163 0.005 0.112 -0.099 -0.500
C -1.3647 1.3727 0.2114 0.018 -0.715 0.336 -0.401
C -1.0809 1.2386 -1.2600 -0.057 0.167 -0.622 -0.441
H -1.5964 -0.6437 -2.2054 0.246 0.127 0.130 0.243
H 1.3397 2.7113 0.5218 0.004 -0.123 -0.012 0.190
H 2.7657 0.7613 -5.5895 -0.196 0.012 0.293 0.245
C -2.2189 -0.1746 2.5517 -0.106 -0.120 0.115 -0.920
H 1.5748 -1.5153 0.5390 -0.658 0.150 0.106 0.295
H 1.6288 1.6759 1.9062 -0.302 0.016 -0.392 0.242
C 0.4522 5.5543 -1.2081 -0.089 -0.343 0.955 -0.966
H 1.4586 5.6095 -0.7700 -0.303 0.019 -0.078 0.258
H 2.7566 0.4571 0.3640 -0.382 0.029 -0.195 0.242
C 1.7187 0.6162 0.0223 0.378 0.878 0.106 -0.448
C -0.5118 -5.6210 5.0788 -0.926 -0.076 -0.570 -0.025
C 1.5883 4.3680 -3.4663 0.393 -0.657 0.185 -0.727
H 1.2879 5.2862 -3.9947 -0.001 -0.186 0.296 0.254
```
Positions in Å, forces in eV/Å.

Computed properties:
* largest force on an atom: 0.057 hartree/bohr
* energy: -88515.6911 eV
* LUMO (alpha / beta): -1.213 / -5.753 eV
* 2S+1: 6
* orbital gap (alpha / beta): 1.9 / 1.5 eV
* HOMO (alpha / beta): -3.15 / -7.26 eV
* ⟨S²⟩: 9.1882
* molecular weight: 539.41 g mol⁻¹
* total charge: 0


(2)
The following is a DFT calculation (ωB97M-V/def2-TZVPD) of a molecular structure, C37H35Li3N7O5 at a distorted geometry.

The geometry in XYZ format:
```
87
Properties=species:S:1:pos:R:3:forces:R:3:mulliken_charge:R:1
C 1.2570 -2.3499 -8.3166 -0.336 1.047 -1.232 -0.257
H 0.7972 6.5619 4.1868 0.581 0.000 0.258 0.369
C 1.6743 4.6827 4.9476 2.527 0.452 0.658 -0.206
H -8.3039 6.3180 2.8838 -0.319 -0.122 0.022 0.342
C -7.3805 5.0451 -0.1035 0.814 -0.302 0.735 -0.439
H 3.0981 -8.1455 1.7734 -0.150 0.349 -0.461 0.352
C 5.1968 3.1264 -1.8261 -2.082 -0.646 -0.109 -0.220
C -6.4459 4.1177 0.4059 -0.993 -0.476 0.724 -0.206
C -6.4700 0.7512 -4.6465 0.316 0.130 0.322 -0.335
H -5.0630 -0.6481 -3.9218 0.386 -0.059 0.135 0.356
C 2.1910 -7.9831 2.3366 -1.016 -0.229 -0.416 -0.374
N 7.2335 0.3813 4.0983 0.764 -0.046 0.587 0.931
O 7.2093 1.4768 3.5972 -0.262 0.653 -0.644 -0.563
N -4.0663 1.1151 -4.4696 -1.634 0.712 0.116 -0.458
C 2.1791 -8.5422 3.6036 -0.276 0.300 0.079 -0.147
N 0.6386 -2.1963 -6.0125 0.262 -0.310 -0.745 -0.437
H -1.0904 5.5902 3.5453 -1.026 -0.900 -0.453 0.297
N -6.2829 3.8698 1.7162 -0.502 1.833 0.715 -0.459
H 1.2827 -1.9111 -9.3031 0.158 0.399 0.031 0.328
Li -2.9547 -4.9436 1.0503 0.665 1.387 0.062 0.879
C -0.0478 -7.7679 3.8654 0.615 0.160 -0.318 -0.158
O -1.9520 -0.2729 0.4497 -0.137 7.965 -0.828 -0.751
H 2.2889 2.7095 5.5474 0.091 0.125 0.108 0.379
C -2.0288 -1.4547 0.6439 -0.171 -0.996 1.205 0.621
C 1.4595 -4.2395 -7.0087 1.291 -0.538 1.555 -0.428
H 4.1908 0.0729 -3.0214 0.277 -0.064 0.077 0.399
H -5.8873 3.4038 -0.1812 -0.012 0.304 -0.657 0.418
H -7.4947 5.1648 -1.1707 -0.046 0.002 -0.011 0.362
H -6.7842 4.6253 3.6210 0.251 -0.271 0.076 0.345
C -6.9471 4.7248 2.5580 0.244 -1.289 -0.699 -0.136
H 5.4264 0.4474 2.1940 -0.498 0.201 -0.134 0.455
C 5.1585 -0.2956 2.9306 -0.227 -0.068 -0.252 -0.315
N -0.6151 3.5011 4.0208 0.980 0.588 0.328 -0.503
C 0.6767 -1.6736 -7.2751 0.655 -0.527 1.379 -0.220
H -0.9184 -7.7278 4.5031 -0.413 0.395 -0.320 0.335
O -1.5414 -2.2102 -0.1690 2.436 -5.074 -5.115 -0.778
C 5.8248 -1.4904 4.8626 0.652 -0.861 0.354 -0.280
H 1.0772 -8.8862 5.3960 -0.378 0.229 0.122 0.362
C 1.0587 -8.4100 4.4268 0.307 -0.107 -1.474 -0.365
H 1.0489 -3.9450 -4.9294 -0.181 0.175 0.209 0.349
N -0.0800 -7.1907 2.6253 0.707 -1.255 0.496 -0.469
C -4.2875 2.3834 -4.9496 -0.868 -1.330 -2.119 -0.269
H 2.6625 5.0355 5.2032 0.018 0.493 0.318 0.335
Li -3.5815 1.0251 2.9881 0.673 -0.581 -0.904 0.881
H -3.4097 2.9232 -5.2730 0.302 0.262 0.663 0.356
H 3.6605 4.4300 -0.9382 0.272 0.320 -0.212 0.336
C -0.4033 4.8529 3.9335 0.734 -1.174 0.800 -0.098
O -2.5332 -1.9039 1.6815 -2.799 -2.135 4.428 -0.807
H -5.6809 3.7734 -5.9802 0.379 0.046 0.000 0.356
H 0.9941 -6.7590 0.9382 0.104 -0.435 -0.403 0.368
C 2.8103 2.7386 -1.7887 -1.315 -1.701 -0.296 -0.124
H 4.6687 -3.2082 5.3637 -0.005 0.059 0.126 0.378
H -8.8054 6.5378 0.4178 -0.075 0.141 0.144 0.369
C 3.8181 -2.1662 3.6652 0.893 -0.883 1.408 -0.534
H 2.2022 -4.1058 -9.0217 0.001 -0.217 0.058 0.376
C -8.0938 5.8255 0.8084 -0.009 -0.413 -1.623 -0.198
C 5.2749 1.8622 -2.4215 0.479 0.003 0.371 -0.338
H -7.2814 0.0918 -4.3758 -0.145 -0.023 -0.219 0.347
H 1.7919 2.9794 -1.5216 -0.001 0.787 0.167 0.392
Li -0.6599 -0.3682 -2.6160 -0.341 -0.379 1.016 0.881
H 3.0614 -9.0734 3.9288 0.044 0.003 0.200 0.359
C 3.9969 -1.1223 2.8192 1.368 1.897 -0.777 -0.669
H -7.6806 2.2836 -5.4950 0.023 0.144 -0.184 0.396
C -5.5173 2.8196 -5.5008 -1.397 -2.014 2.002 -0.419
H 6.1104 3.6583 -1.6052 -0.221 0.317 0.026 0.411
O 8.1667 -0.0340 4.7627 -0.289 -0.300 -0.065 -0.563
C 3.8812 3.5444 -1.5155 1.857 0.528 0.569 -0.436
C 4.7685 -2.3555 4.7085 -0.909 0.298 -1.055 -0.326
C 1.0547 -3.4740 -5.9013 -0.682 0.342 -1.033 -0.131
C 1.7336 -3.6200 -8.1787 -0.558 -0.133 -0.890 -0.219
H 1.8150 -5.2554 -6.9187 -0.257 -0.186 0.508 0.326
H 6.5074 -1.7739 5.6502 0.315 0.600 0.033 0.375
C 6.0702 -0.4674 3.9419 -1.340 -1.326 0.575 0.183
N 2.8397 1.5072 -2.3053 3.686 -0.619 -0.415 -0.453
H 0.3058 1.6616 4.6442 -0.515 -0.049 -0.171 0.347
H 3.0430 -2.9103 3.5556 -0.303 0.244 -0.094 0.462
H 0.3970 -0.6427 -7.4348 -0.407 0.032 0.316 0.326
C 1.5126 3.3296 5.1240 -0.318 -0.635 -0.492 -0.365
C 1.0152 -7.3635 1.8330 0.299 0.693 2.405 -0.251
C -6.6780 1.9754 -5.2379 1.916 1.222 -0.414 -0.208
H 3.3237 -0.8297 2.0271 -0.207 -0.452 -0.084 0.464
H 6.2585 1.4986 -2.6799 -0.004 -0.270 -0.113 0.342
C -5.1768 0.3520 -4.3134 0.852 0.871 -0.244 -0.109
C -7.8850 5.6482 2.1474 0.762 0.463 0.643 -0.389
C 0.7600 5.4986 4.3725 -1.671 -0.869 -0.646 -0.366
C 4.1650 1.0588 -2.5813 -3.116 1.262 -0.071 -0.297
C 0.3907 2.7375 4.6049 -1.544 1.830 -0.739 -0.175
```
Positions in Å, forces in eV/Å.

Computed properties:
* largest force on an atom: 0.156 hartree/bohr
* energy: -60207.0996 eV
* LUMO: -2.862 eV
* orbital gap: 4.6 eV
* HOMO: -7.46 eV
* molecular weight: 678.55 g mol⁻¹
* total charge: +1